Record 1
Below is C6H8O2 in the gas phase, with properties calculated with ωB97M-V with the def2-TZVPD basis set.

Each line ends with the Mulliken charge.
Positions of all 16 atoms, in Å:
1 C 0.583640 0.684139 1.834212  -1.105
2 C -0.433683 -0.073602 1.008677  -0.377
3 C -1.052882 0.853935 0.015999  0.517
4 O -1.715076 1.762954 -0.358873  -0.530
5 C -0.097521 -0.167042 -0.467264  0.779
6 C -0.715549 -1.404193 -1.152664  -1.257
7 C 1.195483 0.460035 -1.349984  -0.205
8 O 1.496473 0.123119 -2.464221  -0.454
9 H 0.112859 1.304058 2.582927  0.340
10 H 1.322089 1.150496 1.135458  0.193
11 H 1.308604 -0.073424 2.438169  0.266
12 H -0.971237 -0.878955 1.313818  0.554
13 H -1.556418 -1.697582 -0.425110  0.292
14 H 0.045085 -2.222315 -1.211573  0.333
15 H -1.235852 -1.051939 -2.056542  0.336
16 H 1.713984 1.230316 -0.843031  0.318

Forces on the atoms, in the same order (eV/Å):
2.5275 -2.6411 1.2915
1.8839 4.0740 -0.4585
0.5167 -1.8939 -0.6828
-0.4927 0.7087 0.4836
1.6313 0.0411 -3.8622
-1.0615 0.6541 1.6408
-2.1348 -2.1978 0.7914
-0.6682 -0.0445 0.9031
0.2018 0.5470 -0.0694
-0.9591 0.3429 0.9675
-1.7671 1.5123 -1.2750
-1.3267 -2.0877 1.4478
1.1132 -0.1202 -1.2590
-0.8880 0.6890 -0.4439
0.6498 -0.8025 -0.1108
0.7741 1.2187 0.6359

Output
HOMO level = -8.9 eV
molecular weight = 112.128 g/mol
energy above the lowest of the compared OMol25 structures with the same formula, charge and spin = 332.2 kJ/mol
gap between HOMO and LUMO = 9.5 eV
E_LUMO = 0.60 eV
SMILES = C[C@H]1C(=O)[C@@]1(C)C=O


Record 2
Below is 12 unconnected molecules or ions with the total composition C12H48N22O12, with properties calculated with ωB97M-V with the def2-TZVPD basis set.

Each line ends with the Mulliken charge.
Positions of all 94 atoms, in Å:
1 N 0.036352 -4.793170 2.248461  -0.489
2 C 1.145282 -4.282240 1.751151  0.695
3 N 0.858182 -3.799980 0.628941  -0.025
4 O 2.264962 -4.398930 2.146991  -0.816
5 H -0.789498 -4.212350 2.221721  0.028
6 H 0.012442 -5.421990 3.038461  0.265
7 H -0.068128 -3.763930 0.228001  0.103
8 H 1.607082 -3.262530 0.216171  0.263
9 N -0.795178 3.369330 2.830281  -0.278
10 C -0.391418 4.551760 2.446231  0.630
11 N -0.937978 4.769020 1.296801  -0.307
12 O 0.280442 5.332430 3.043511  -0.712
13 H -1.219448 2.753880 2.151081  0.019
14 H -0.492028 3.040690 3.735931  0.191
15 H -0.605288 5.604520 0.837051  0.190
16 H -1.641618 4.100400 1.017621  0.390
17 N 1.971402 2.582120 -3.137689  -0.414
18 C 0.678602 2.720650 -2.888949  0.670
19 N 0.422022 2.600630 -1.642269  -0.007
20 O -0.161198 2.867050 -3.766939  -0.762
21 H 2.282232 2.833300 -4.065259  0.202
22 H 2.599972 2.609830 -2.347599  0.257
23 H 1.087682 2.180850 -1.009209  0.019
24 H -0.528838 2.648940 -1.305159  0.008
25 N -1.506918 -1.538110 3.406581  -0.178
26 C -2.570138 -0.897730 3.832251  0.345
27 N -2.736468 0.291140 3.246031  -0.270
28 O -3.366368 -1.349110 4.687151  -0.750
29 H -1.461958 -2.504130 3.697951  0.146
30 H -1.072578 -1.284890 2.530611  0.134
31 H -2.189658 0.448500 2.411561  0.556
32 H -3.430568 0.878990 3.685071  0.199
33 N 1.223662 -0.033700 1.163451  0.703
34 C 0.025082 0.137790 0.654201  -0.874
35 N -0.122238 -0.270930 -0.580549  2.212
36 O -0.914068 0.590420 1.320031  -0.225
37 H 1.336212 0.180670 2.144001  -0.007
38 H 1.998092 -0.369110 0.608601  -0.311
39 H 0.602902 -0.807320 -1.035019  -0.409
40 H -0.974938 -0.207240 -1.118089  -0.801
41 N 3.056692 -0.065530 -1.714429  -0.079
42 C 3.153272 -1.353260 -1.807659  0.335
43 N 3.889752 -1.641710 -2.836539  -0.404
44 O 2.868132 -2.097510 -0.914499  -0.710
45 H 3.111982 0.552330 -2.511489  0.268
46 H 2.659602 0.284440 -0.854229  0.021
47 H 4.170942 -2.607530 -2.927239  0.290
48 H 4.366952 -0.849340 -3.242169  0.156
49 N -2.385818 0.416120 -3.531099  0.465
50 C -2.888078 0.604690 -4.732459  0.531
51 N -2.174778 1.327160 -5.521499  -0.231
52 O -3.894358 0.021030 -5.115729  -0.750
53 H -2.796528 -0.340820 -3.003399  -0.019
54 H -1.503498 0.828740 -3.263999  -0.397
55 H -1.218278 1.600490 -5.346909  0.136
56 H -2.504988 1.597460 -6.436919  0.236
57 N -3.948108 2.727030 -1.895219  -0.349
58 C -3.335498 2.391670 -0.799029  0.538
59 N -3.240258 1.115320 -0.584809  0.028
60 O -2.853778 3.218880 -0.088459  -0.780
61 H -3.970738 3.721110 -2.072419  0.224
62 H -4.458718 2.118050 -2.518529  0.192
63 H -3.412608 0.413530 -1.290409  0.031
64 H -2.697098 0.875320 0.232191  -0.039
65 N -4.814788 -2.465440 -0.250499  -0.422
66 C -3.837338 -2.129490 -1.051959  0.716
67 N -2.736908 -2.690960 -0.644559  -0.189
68 O -3.845838 -1.474930 -2.058919  -0.816
69 H -4.713208 -3.042960 0.571841  0.135
70 H -5.734308 -2.129740 -0.499259  0.251
71 H -2.760458 -3.320190 0.145131  0.118
72 H -1.951388 -2.634670 -1.276929  0.043
73 N 3.818542 1.910690 3.609411  -0.326
74 C 2.589282 1.619710 3.954821  0.595
75 N 2.063792 2.727210 4.348521  -0.436
76 O 2.018192 0.525660 3.755121  -0.917
77 H 4.114332 2.845660 3.851151  0.147
78 H 4.438832 1.216010 3.218551  0.239
79 H 1.137002 2.597430 4.728411  0.231
80 H 2.431072 3.610300 4.023961  0.173
81 N 4.732042 -2.986230 2.457481  -0.448
82 C 4.281352 -1.856800 2.788991  0.559
83 N 3.098332 -1.976010 3.300381  -0.185
84 O 4.989262 -0.872920 2.553361  -0.761
85 H 3.961642 -3.613000 2.273791  0.334
86 H 5.565892 -2.968640 1.887841  0.244
87 H 2.624492 -1.127130 3.574231  0.275
88 H 2.553072 -2.763760 2.980641  0.221
89 C 0.662642 -1.089420 -4.579599  -0.900
90 O 0.484172 -1.281960 -3.180289  -0.158
91 H -0.272328 -1.173920 -5.133499  0.331
92 H 1.082352 -0.094870 -4.730699  0.238
93 H 1.233222 -1.884790 -5.059099  0.311
94 H 0.336742 -2.228000 -3.110539  0.116

Forces on the atoms, in the same order (eV/Å):
-3.5660 -1.9491 3.5075
-0.3114 -2.2256 1.5031
-0.0430 4.2120 -6.4398
2.5951 -0.5678 1.7514
0.1145 -0.1961 -0.1705
0.5410 0.2707 0.0507
0.4469 -0.0869 0.2230
-0.1219 0.2450 -0.6725
-0.2274 -3.5050 2.8587
-0.6565 -0.1279 0.0386
-0.5646 1.8906 -3.6488
2.5075 1.7821 2.0892
0.2532 -0.3376 0.6131
-0.4106 -0.2459 -0.5136
-0.7685 -0.3024 -0.4148
-0.1391 0.8586 -1.1709
2.9682 -0.3502 -1.2157
-1.0574 -0.0951 -2.8113
-1.6797 -0.3894 4.9437
-0.3433 0.2112 -0.5653
0.1645 0.0123 0.3266
0.1843 0.4472 -0.5433
-0.2505 0.3052 -0.0261
-0.0159 0.0825 -0.0480
2.3571 -2.6968 -0.8627
-3.5485 0.4280 2.0219
-0.6807 0.6007 0.2839
1.3408 0.3567 -0.8156
0.1577 0.2130 -0.0080
0.0753 0.1444 0.2844
-0.2358 0.8637 0.3254
0.1489 0.0572 -0.6569
1.4540 0.1305 0.4241
-0.9835 -0.0306 0.9552
-0.2509 -1.2426 -3.0910
-0.2702 0.5033 -0.0903
0.5149 0.1615 0.4488
-0.1987 -0.4270 0.5913
0.0006 0.2107 -0.0419
0.0192 0.2848 0.4939
-1.5484 4.7987 1.3075
1.5828 -0.0518 0.7535
1.3950 -2.0214 -3.2243
-1.8478 -2.2113 1.9484
-0.2904 -0.1585 0.2583
0.1253 0.3417 -0.5227
0.3038 0.3956 -0.3743
0.3109 -0.9515 -0.3461
1.0299 -0.3214 2.6762
-1.9808 -2.5536 -0.3655
2.8891 3.2776 -3.5787
-1.1099 0.0850 0.0573
0.1339 -0.0574 -0.0747
-0.2100 0.0321 -0.0528
-0.3142 0.2000 0.5298
-0.2788 -0.4112 0.3405
-1.9978 1.8550 -3.1236
-0.3548 -0.5357 -1.1771
0.6154 -3.6486 1.3509
1.7515 2.6946 2.7657
-0.1440 -0.2779 -0.1369
0.3032 -0.0363 0.2458
-0.2772 0.1868 0.1573
0.0273 -0.2782 -0.0540
-3.9014 0.3895 0.8730
0.1685 -0.7820 0.0934
4.2366 -1.5140 1.0202
-1.0434 1.6380 -1.6200
-0.0637 0.3119 -0.3339
0.0623 -0.1117 0.3340
0.4811 0.0922 -0.4066
-0.0370 -0.2131 0.4078
3.1975 -0.6240 -0.9986
0.6877 -2.1792 -2.2287
-4.0372 2.1543 2.3714
-0.0861 0.8143 1.0457
0.6687 -0.6797 -0.1841
0.1681 -0.2236 -0.0678
0.1192 0.9161 -0.1209
-0.7873 -0.0296 0.3932
2.4350 -5.9711 -2.0998
1.6803 3.6133 -0.5894
-3.7990 1.5219 1.7481
-0.3023 2.3172 0.8338
0.9261 -1.0843 -0.3064
-0.3472 -0.2728 -0.0238
-0.1120 0.0630 0.0330
0.0745 0.1058 0.5741
-0.4828 0.0508 -0.6810
0.0930 -0.4629 -0.2766
-0.4543 0.4774 0.2589
0.1252 -0.1889 -0.0771
0.7789 0.1654 0.3474
-0.0820 -0.1426 0.3928

Output
HOMO level = -9.0 eV
molecular weight = 692.658 g/mol
energy above the lowest of the compared OMol25 structures with the same formula, charge and spin = 0.0 kJ/mol
gap between HOMO and LUMO = 8.6 eV
E_LUMO = -0.41 eV
SMILES = NC(N)=O.NC(N)=O.NC(N)=O.NC(N)=O.NC(N)=O.NC(N)=O.NC(N)=O.NC(N)=O.NC(N)=O.NC(N)=O.NC(N)=O.CO


Record 3
Below is a molecular structure, C22H45O12Zn, with properties calculated with ωB97M-V with the def2-TZVPD basis set.

Each line ends with the Mulliken charge.
Positions of all 80 atoms, in Å:
1 Zn 1.297518 -1.951191 -0.705013  0.805
2 C 0.445158 1.177119 -0.351153  0.163
3 O 0.850138 -0.086591 -0.002633  -0.286
4 H 0.514348 1.390399 -1.417843  0.012
5 H -0.611802 1.331509 -0.134153  -0.286
6 H 0.994908 1.973059 0.151187  -0.055
7 C 7.963688 1.917419 0.997037  -0.729
8 O 6.645698 1.497569 1.056617  -0.289
9 C 5.786998 2.187449 1.859637  0.715
10 O 6.028648 3.162399 2.589607  -0.582
11 O 4.570688 1.680189 1.688257  -0.271
12 C 3.360798 2.299419 2.113177  -0.683
13 H 8.316538 2.575239 1.791317  0.338
14 H 8.116748 2.508619 0.094177  0.286
15 H 8.706358 1.123969 0.913487  0.263
16 H 3.223678 3.269509 1.635467  0.309
17 H 3.459658 2.614699 3.151897  0.418
18 H 2.589398 1.532929 2.038687  0.247
19 C -2.207322 -3.717081 0.363697  -0.355
20 O -1.355572 -4.175071 1.461387  -0.348
21 C -0.130682 -3.718831 1.582467  0.695
22 O 0.409418 -2.851971 0.892237  -0.267
23 O 0.546678 -4.343881 2.583527  -0.308
24 C 0.097248 -5.459801 3.366907  -0.629
25 H -1.831162 -3.982681 -0.624263  0.110
26 H -2.565932 -2.688591 0.405067  0.045
27 H -3.095252 -4.327941 0.526577  0.363
28 H 0.792478 -5.471071 4.206327  0.265
29 H 0.128388 -6.408311 2.830757  0.290
30 H -0.958212 -5.409911 3.634507  0.301
31 C -2.476272 -0.175031 1.635167  0.838
32 C -3.109122 -0.388991 2.953867  0.677
33 O -3.228272 0.537259 3.767947  -0.588
34 C -3.786222 -1.731811 3.176267  -1.096
35 H -2.172812 0.869509 1.564907  -0.904
36 H -3.142862 -0.381321 0.797787  0.179
37 H -1.592342 -0.783961 1.445527  0.005
38 H -3.059542 -2.501931 3.434987  0.169
39 H -4.443592 -2.072861 2.376477  0.317
40 H -4.352742 -1.664661 4.105057  0.407
41 C 2.587558 0.548589 -4.187573  -0.990
42 C 2.871798 -0.682051 -3.438973  0.580
43 O 2.343988 -0.903231 -2.378163  -0.330
44 C 3.859678 -1.709921 -3.952213  -1.062
45 H 3.477228 1.178099 -4.170603  0.355
46 H 1.722478 0.998189 -3.700143  0.187
47 H 2.369348 0.283769 -5.222163  0.377
48 H 4.603278 -1.338371 -4.657273  0.355
49 H 3.345138 -2.579031 -4.362083  0.277
50 H 4.280768 -1.976881 -2.982933  0.302
51 C -1.561872 -1.180041 -3.645133  -1.016
52 C -0.979222 -2.325021 -2.866473  0.858
53 O -0.497372 -2.089641 -1.770923  -0.177
54 C -0.947822 -3.733911 -3.532263  -1.335
55 H -1.091362 -1.290551 -4.622123  0.443
56 H -1.318552 -0.239231 -3.151393  0.128
57 H -2.637072 -1.318951 -3.532183  0.385
58 H -0.437632 -3.607781 -4.487193  0.432
59 H -1.935062 -4.160301 -3.710153  0.357
60 H -0.414422 -4.443661 -2.899923  0.337
61 C -1.616732 3.667559 1.527157  -0.457
62 C -0.790342 4.953169 1.724017  0.371
63 O -1.322992 6.025549 1.585657  -0.556
64 C 0.703388 4.842529 2.010907  -0.734
65 H -1.322412 2.828229 2.157247  0.359
66 H -1.438362 3.307519 0.513917  -0.017
67 H -2.668992 3.929439 1.637857  0.329
68 H 1.171708 4.111089 1.352297  -0.048
69 H 0.796968 4.550489 3.056877  0.330
70 H 1.201908 5.793119 1.821297  0.376
71 C -3.445272 1.834579 -1.596413  -0.063
72 C -4.890212 1.952339 -1.205603  0.574
73 O -5.744722 2.394529 -1.937693  -0.568
74 C -5.334022 1.528389 0.152057  -0.861
75 H -2.747122 2.137029 -0.815883  -0.173
76 H -3.154232 2.336049 -2.519413  0.467
77 H -3.279952 0.764979 -1.725783  -0.122
78 H -4.543172 1.543729 0.902007  0.114
79 H -5.811032 0.548409 0.137997  0.279
80 H -6.130742 2.166429 0.534467  0.396

Forces on the atoms, in the same order (eV/Å):
-1.3959 3.5638 0.7382
-0.1075 -0.2575 -0.6461
0.7271 -2.3346 0.3962
0.2460 0.0765 -0.5654
-0.3529 -0.0052 0.2745
0.2483 0.0793 0.2382
2.2224 1.4436 -0.5494
-1.7055 -0.1492 1.1922
-0.0095 2.5742 1.3066
-0.0851 -2.5274 -1.9366
0.4438 -1.1759 -1.0204
0.9586 0.7856 1.4243
-0.5986 -0.1702 0.3970
-0.2237 0.0792 -0.2173
-0.6472 -0.5848 0.2128
-0.3230 -0.4231 -0.7235
0.0068 -0.3555 0.3077
-0.0158 0.4196 -0.4399
-1.0531 -0.9235 0.2129
-0.0333 0.8404 -0.7130
1.0415 -1.4753 1.2957
-0.2176 -0.9102 0.3029
-0.2144 1.6512 -1.9367
-0.7235 -0.4506 -0.1013
0.4787 0.1504 0.3366
0.8036 0.1145 0.3324
0.0302 -0.0084 -0.0707
-0.4130 -0.0576 -0.0212
0.6112 0.1563 -0.3847
0.1629 0.6411 0.4169
0.8672 0.6331 -0.7531
-1.5464 1.3193 1.2656
0.5214 -1.9865 -1.4529
0.1292 0.0900 1.3558
0.0542 -0.0839 -0.0577
-0.3397 -0.0866 0.1403
0.2097 -0.1113 0.2409
0.3085 -0.1486 -0.4903
0.2219 0.1610 -0.1602
-0.2994 0.1874 -0.1530
-0.5124 0.0323 0.0623
1.1691 -0.8714 -1.4844
-1.4240 -0.6548 1.6963
-0.1326 0.5057 0.7440
-0.0893 0.1911 -0.0296
0.2069 0.4575 -0.2265
0.0581 0.1377 -0.1007
-0.1320 -0.0077 0.1159
-0.0660 0.0589 -0.0477
0.7028 -0.5587 -0.4017
0.4556 -0.7444 0.9742
-0.0026 -0.4470 -0.6472
0.6206 -0.7401 0.1270
0.2290 1.0147 0.8853
-0.8722 0.4205 -0.4016
0.1929 -0.0836 -0.1341
-0.2285 0.0821 -0.9880
-0.0591 -0.1954 -0.0724
-0.1405 0.3714 -0.1192
0.1484 0.1418 -0.0302
0.4236 0.4065 0.0717
-0.0035 -0.2651 -0.4499
0.0055 -0.0293 0.1213
-0.4966 0.0893 -0.3067
-0.0167 0.2253 0.3361
0.0113 0.2034 -0.2088
0.0765 -0.1660 0.0631
-0.1261 -0.2895 0.1959
0.3046 -0.1087 -0.0023
-0.2240 0.0550 0.2536
0.4731 -0.3853 -0.0228
-0.9300 0.9946 -0.1696
0.4262 -0.0440 -0.6359
0.0409 -0.2193 1.3027
-0.2383 0.0655 0.1773
-0.4754 0.0595 0.0133
0.1965 -0.2622 -0.0718
0.0814 -0.1887 -0.0505
0.2724 -0.2791 -0.1824
0.0862 0.2868 -0.3501

Output
HOMO level = -11.0 eV
molecular weight = 566.980 g/mol
net charge = +1
energy above the lowest of the compared OMol25 structures with the same formula, charge and spin = 264.1 kJ/mol
gap between HOMO and LUMO = 6.7 eV
E_LUMO = -4.28 eV


Record 4
Below is 2 unconnected molecules or ions with the total composition C4H4N2O, with properties calculated with ωB97M-V with the def2-TZVPD basis set.

Each line ends with the Mulliken charge.
Positions of all 11 atoms, in Å:
1 O -1.976904 1.011293 1.027076  -0.516
2 C -0.946617 0.637680 0.544260  0.528
3 C -0.506089 -0.585807 -0.069743  0.046
4 C 0.542283 -1.006111 -0.590363  -0.202
5 N 1.608123 -0.165827 -0.629689  -0.132
6 C 1.355163 1.073383 -0.064383  0.056
7 N 0.245251 1.446457 0.456943  -0.435
8 H 2.509391 -0.389377 -1.026489  0.209
9 H 2.193041 1.766872 -0.079432  0.381
10 H -2.312975 -2.113255 0.439286  0.030
11 H -2.710666 -1.675308 -0.007467  0.034

Forces on the atoms, in the same order (eV/Å):
0.4506 -0.1733 -0.2165
-0.2984 0.0817 0.1256
0.4127 -0.0896 -0.1781
-0.3371 0.3034 0.2308
0.0412 0.0657 0.0094
-0.1371 -0.0018 0.0494
0.2354 -0.0909 -0.1181
-0.1215 0.0493 0.0642
-0.0911 -0.0661 0.0028
-0.0319 -0.0974 0.0460
-0.1228 0.0191 -0.0154

Output
HOMO level = -10.0 eV
molecular weight = 96.089 g/mol
energy above the lowest of the compared OMol25 structures with the same formula, charge and spin = 451.4 kJ/mol
gap between HOMO and LUMO = 9.4 eV
E_LUMO = -0.63 eV
SMILES = O=c1c#c[nH]cn1.[H][H]


Among the records above, which one has the lowest HOMO level? C22H45O12Zn


Among the records above, which one has the lowest molecular weight? C4H4N2O